[1]
13
Properties=species:S:1:pos:R:3:forces:R:3 method="wB97M-V/def2-TZVPD" de_lowest_ev=3.800 homo_ev="-6.939 / -6.578" lumo_energy_ev="0.736 / 0.493"
H -1.11314 -1.09902 -1.66433 0.1747 0.0906 -0.0272
H -0.26548 0.60401 1.92437 0.0287 -0.0307 -0.1640
C 0.63384 -0.18434 -1.09720 -0.0770 0.2441 -0.0872
H 1.84635 0.08893 0.67820 -0.0745 0.0531 -0.1846
H -0.61806 1.84524 0.72353 0.0025 -0.2265 0.0299
C -0.30615 0.80272 0.85031 -0.0023 0.1212 0.1020
C -1.29684 -0.14503 0.16733 0.1207 0.1364 -0.0754
H 1.22896 -0.39462 -1.97656 -0.0789 0.0562 0.0060
H -0.53930 -1.81699 0.70923 -0.4479 -0.1561 0.3082
O -1.42885 -1.40486 0.79498 0.0398 -0.1101 0.1996
C 1.05068 0.59772 0.11599 0.0894 0.0424 -0.0638
H 1.45315 1.56441 -0.19220 0.0002 -0.0123 0.1064
N -0.64515 -0.45817 -1.03366 0.2246 -0.2082 -0.1497

***

[2]
18
Properties=species:S:1:pos:R:3:forces:R:3 method="wB97M-V/def2-TZVPD" de_lowest_ev=0.000 s_squared=0.75 homo_ev="-3.541 / -4.054" total_charge=-1 multiplicity=2 lumo_energy_ev="1.864 / 1.863"
O -4.02621 -0.29063 0.46307 -0.7057 -0.1818 0.2559
Ca -5.65547 -0.30258 -1.17614 0.9916 0.0210 0.3034
H -1.18674 1.06586 -1.46542 0.0003 -0.1631 0.1156
C -3.10146 -0.22290 -0.39377 0.5186 0.0813 0.2441
O -3.36149 -0.19066 -1.62842 -0.4212 0.0555 -0.7760
H 0.09557 1.42733 0.67095 0.0778 -0.1118 -0.1580
O 0.98383 -0.43972 0.54876 -0.3077 -0.6656 0.0982
O -1.85658 -0.17641 0.05317 -0.6244 0.1231 0.2711
O 3.10381 -0.50172 -0.32815 -0.4773 -0.0040 0.7009
C -0.82382 0.22879 -0.85561 0.3860 -0.1330 -0.5045
C 2.33010 -0.22598 0.98768 0.9014 0.9058 -0.0509
O 2.62335 -1.30882 1.86753 -0.6283 -1.2055 -0.4462
C 0.38623 0.66758 -0.07355 0.5489 0.0507 0.3346
O 2.58440 0.89885 1.51475 0.2449 0.4105 -0.5806
H -0.57629 -0.61220 -1.51719 -0.0529 0.1806 0.1692
H 3.45135 -1.10978 2.31651 -0.2727 0.5142 -0.2699
H 1.08799 1.14022 -0.78006 -0.1034 -0.0803 0.1210
H 3.94144 -0.04722 -0.20410 -0.0759 0.2026 0.1722

***

[3]
62
Properties=species:S:1:pos:R:3:forces:R:3 method="wB97M-V/def2-TZVPD" de_lowest_ev=0.630 smiles="COc1ccc(NC(=O)CCCNC(=O)Cn2cnc3sc4c(c3c2=O)CCCC4)cc1OC" homo_ev=-7.706 lumo_energy_ev=0.690
C -6.80273 -0.50875 0.18025 0.0229 0.0000 0.2572
C -0.26331 1.16771 -1.01669 0.0061 0.3198 0.0645
O -1.71922 -2.01390 -1.32136 0.0149 -0.2568 -0.0614
H 3.21882 -2.95421 2.20640 0.0338 0.0012 0.0733
H -7.77384 -0.61849 0.66562 -0.0367 0.0247 -0.0616
N -0.40750 -0.15773 -1.22812 -0.1909 -0.2387 -0.0153
C 3.35598 1.42864 0.12244 0.1332 0.0497 -0.1755
S -3.74961 2.25376 0.23917 0.0375 -0.4438 -0.1203
C -2.38551 1.38281 -0.36593 -0.2656 -0.6773 -0.0856
C -5.91914 -1.71801 0.47954 -0.0450 0.0366 -0.2796
H 0.21246 5.25870 1.50617 0.0105 -0.0042 -0.0254
O 3.56808 3.49542 -1.13712 -0.3675 0.0044 0.3031
H 1.85028 -5.12391 -0.43351 -0.0361 0.0597 0.0988
C 2.96198 2.71567 -0.19957 -0.1933 0.2370 0.0472
C 3.83698 -2.87654 1.31169 0.0339 -0.1231 -0.3664
H 1.61466 -0.39538 -1.67325 -0.0559 -0.0057 0.0063
C -1.63467 -0.83194 -1.05203 -0.1298 0.3509 -0.0302
H 0.08754 5.94915 -0.12850 -0.0274 -0.0343 0.0680
C 0.94008 -2.02474 -0.44380 -0.1148 0.0846 -0.5927
C -2.67386 0.03899 -0.56788 0.1667 0.6230 0.1169
H -6.16419 0.82008 1.76293 -0.0750 0.0316 -0.0087
N -1.19214 1.96197 -0.61056 0.2383 0.4998 -0.0423
C 1.18919 2.56602 1.42847 0.1969 0.3004 -0.0868
C 3.62795 -1.53116 0.62806 0.0986 -0.2188 0.4936
H 4.48512 2.08630 -2.35901 0.0080 0.0220 0.0373
H -5.67931 -1.73151 1.54479 -0.0056 -0.0492 0.0754
H 0.49582 -1.52833 -2.50207 0.1016 0.0669 0.1019
H 4.88723 -2.91739 1.61311 -0.0395 0.0758 0.0605
C 1.59172 1.27930 1.74848 0.1855 -0.1957 -0.1038
C 0.23533 5.02952 0.43536 -0.2813 0.0893 0.0920
H -0.55687 4.31451 0.19224 0.0599 0.0496 0.0253
C -4.70972 0.79306 0.21965 0.3746 0.1080 -0.0517
C 2.05234 -4.15791 0.03834 0.2027 -0.1727 0.0838
H 0.71074 1.59145 -1.21498 0.2202 -0.1254 -0.0120
H 2.57263 -0.95538 2.25670 0.1313 -0.1035 -0.2051
H 1.99109 -3.12705 -1.78905 -0.0945 0.1210 0.0280
O 1.49582 4.54038 0.03692 0.3413 -0.2222 -0.1015
C -4.01687 -0.28762 -0.22442 -0.2359 0.1595 0.0527
H 5.02998 3.77901 -2.46631 0.0156 -0.0829 0.0320
C 0.71134 -1.00049 -1.56835 0.0456 -0.1844 0.0853
O 0.56268 -1.84213 0.69286 -0.1390 0.0697 0.3290
H -4.83345 -1.85462 -1.38724 0.0294 -0.1019 0.0066
H 1.44966 -4.07390 0.94552 0.0179 -0.1045 -0.0945
C 3.54325 -4.04474 0.37065 -0.2407 0.1294 0.1187
H 0.34271 2.98903 1.94255 -0.1177 0.0722 -0.0020
N 1.61001 -3.11376 -0.85631 0.0569 -0.2731 -0.1741
C 1.84614 3.29347 0.44942 0.1037 0.0087 -0.0685
C 4.70949 2.99198 -1.78553 0.2029 -0.1061 -0.1144
C -6.12943 0.77564 0.66908 -0.1906 -0.0108 0.0029
H -6.45190 -2.64008 0.24224 0.0089 -0.0271 0.0708
H 4.18880 0.96271 -0.37446 0.0545 0.0221 -0.0600
H -6.65624 1.65534 0.29249 -0.0444 -0.0028 0.0448
C -4.62792 -1.64646 -0.33276 -0.0829 -0.1691 0.1632
H 5.51420 2.77684 -1.07499 -0.0360 -0.0075 -0.0250
C 2.66047 0.69971 1.08610 -0.1801 0.3126 -0.0927
H -3.90629 -2.39320 0.00189 -0.0517 -0.0175 -0.0835
H 4.10939 -3.90388 -0.55239 0.0598 -0.0830 0.0227
H 1.05418 0.71984 2.49850 -0.1014 -0.0927 0.0661
H 3.86953 -4.97494 0.83793 0.0438 -0.0137 -0.0230
N 3.03308 -0.61079 1.42599 0.0263 0.1224 0.4439
H -6.96812 -0.44373 -0.89700 -0.0582 0.0080 -0.0559
O 4.00507 -1.31435 -0.50840 0.1534 0.0875 -0.2525

***

[4]
12
Properties=species:S:1:pos:R:3:forces:R:3 method="wB97M-V/def2-TZVPD" de_lowest_ev=0.000 homo_ev=-20.598 total_charge=+2 lumo_energy_ev=-11.534
C 0.26369 -1.46810 -1.48381 0.3385 -1.8518 0.7124
H 0.23108 -2.35364 -2.14213 -0.0487 0.4092 -0.1268
H 1.96135 -2.07193 -0.41910 -0.2039 -0.0947 -0.0738
H 0.46773 -2.39206 0.39362 -0.0431 0.6058 0.3368
Zn -1.04477 1.05852 -1.16866 -0.0790 0.4544 1.4840
H 1.22951 -0.58918 0.14287 -0.5651 -0.8937 0.7933
C -1.08103 1.63991 0.78315 -0.5846 1.3333 -0.1857
O -0.37530 -0.47396 -1.83289 -0.0131 -0.1661 -1.1443
C 0.98022 -1.61844 -0.19991 0.8958 0.9533 -1.3526
H -0.08743 2.43206 2.41362 -0.2274 -0.0840 0.3213
H -1.57651 3.37783 1.75810 -0.3238 -0.1746 0.2668
C -0.96854 2.45900 1.75513 0.8544 -0.4912 -1.0312

***

[5]
58
Properties=species:S:1:pos:R:3:forces:R:3 method="wB97M-V/def2-TZVPD" de_lowest_ev=0.468 smiles="O=C(CN1CCN(c2ccccn2)CC1)N(c1ccccc1)c1ccc2ccccc2c1" homo_ev=-7.571 lumo_energy_ev=0.257
C 6.40206 2.82474 0.54471 -0.1520 0.1583 0.2230
H -2.14584 0.60247 -2.95119 -0.0177 -0.0464 -0.0115
C 2.28418 -0.02592 0.07289 0.5174 0.3828 -0.1829
H 0.78304 -3.15188 -1.77153 -0.0514 0.0149 -0.0336
C -3.74205 1.51307 -1.80956 0.1275 -0.2516 -0.3186
C 0.07303 -0.71805 -0.75974 -0.1811 0.2982 -0.0328
N -4.16235 1.62005 -0.43273 0.1771 0.2687 -0.0831
C -5.95319 -0.03395 -0.56886 0.0628 -0.0511 -0.1248
H -3.50953 2.52373 -2.16208 -0.0552 -0.0798 -0.0498
H 3.42890 -4.15833 2.26351 0.0447 -0.0154 0.0686
C 1.70108 -2.35174 -0.00924 0.0298 -0.5218 0.1368
H -5.95872 -0.04065 -1.64652 0.0140 0.0114 -0.0597
C 5.74982 0.96154 -0.82760 0.2046 0.0795 -0.0354
H 0.60737 1.39175 -0.84838 -0.0688 -0.0959 -0.1705
C -1.83750 1.36637 0.27639 -0.1827 0.2565 0.0766
C 2.84926 -3.94186 1.37833 0.0348 -0.0668 0.0209
N -5.04839 0.75157 1.49589 0.2659 0.1346 -0.1738
C -6.85401 -0.80677 1.51002 -0.0624 -0.0431 0.0046
H -2.91555 3.21260 -0.00531 0.0220 -0.0308 0.0341
C 6.68424 1.89043 -0.46410 -0.0375 -0.2296 -0.1961
C 4.48813 0.92615 -0.19801 -0.0717 0.2016 0.2658
C 2.44957 -2.64288 1.12688 -0.1379 0.0717 -0.0602
C 2.00873 0.90020 1.10210 0.1465 0.0193 0.0939
H 1.48944 -5.45844 -1.31120 -0.0264 -0.0594 -0.0592
C -2.48170 0.64828 -1.91240 -0.3523 0.1162 -0.1103
H 1.05397 0.84882 1.60498 -0.0882 0.0031 0.0502
H -2.71291 -0.36996 -1.56833 0.0238 0.0796 -0.0967
H 2.73624 2.53330 2.25045 -0.0383 0.0678 0.0761
C 2.50401 -4.96018 0.50611 0.0361 -0.0887 0.0539
H 7.15290 3.55092 0.81889 0.0337 0.0674 0.0446
C 1.36182 -3.37251 -0.88922 0.0156 0.0727 -0.0278
N -1.43489 1.27070 -1.11718 0.1416 -0.1922 -0.0170
C -5.92401 0.00013 2.13650 -0.2450 -0.2334 0.0752
C -5.04151 0.75466 0.15779 -0.4531 -0.1247 0.2742
C 4.20299 1.87116 0.82273 0.0522 -0.2125 -0.2137
H -2.02792 0.37521 0.71967 0.0459 0.0301 0.0146
H -3.45937 2.25279 1.40525 0.1312 0.1127 -0.1503
H 2.81406 -5.97463 0.70691 0.0251 -0.0842 0.0164
C -6.85577 -0.81279 0.11959 0.1018 0.0675 0.1338
C -3.11380 2.20561 0.37391 0.2872 0.0295 0.3844
H 4.96655 3.53175 1.95238 -0.0049 0.0744 0.0735
H 3.71883 -0.74285 -1.32464 -0.0103 -0.0947 -0.0810
C 3.50358 -0.01686 -0.55384 -0.4084 0.0161 0.1072
O -0.80392 -1.55357 -0.82256 -0.1036 0.0290 -0.0718
H -5.86392 0.05374 3.21698 -0.0846 -0.0718 0.0809
C 2.94430 1.82623 1.46048 -0.1645 -0.0548 0.0046
C 5.18873 2.81521 1.17464 0.2136 0.0979 -0.0229
N 1.31993 -1.00957 -0.26797 0.2382 -0.2148 0.0159
H -4.53357 1.10390 -2.43361 0.0108 0.0586 0.0095
C 1.75906 -4.67020 -0.62418 0.0312 -0.0041 -0.0216
H 7.64826 1.91209 -0.95056 0.0612 -0.0270 -0.0562
C -0.11566 0.70551 -1.29402 -0.2032 0.1635 0.0074
H 2.71555 -1.85123 1.81204 0.0288 0.0517 0.0432
H -7.56086 -1.42685 -0.42337 -0.0276 -0.0182 -0.0479
H -1.03666 1.85811 0.83435 -0.0032 -0.0082 0.0438
H 0.08819 0.65704 -2.37050 0.1074 -0.0151 0.0780
H 5.96232 0.23962 -1.60285 0.0402 -0.0636 -0.0780
H -7.54657 -1.40779 2.07688 -0.0410 -0.0354 0.0753

***

[6]
15
Properties=species:S:1:pos:R:3:forces:R:3 method="wB97M-V/def2-TZVPD" de_lowest_ev=1.162 smiles="CC(C)NC=O" homo_ev=-9.760 lumo_energy_ev=0.985
H 0.11045 -1.35285 0.34779 0.1844 0.3394 -0.0453
N 0.89849 0.59666 -0.01202 0.0829 -0.0056 0.6181
H -2.22332 -0.53797 0.85564 0.1679 0.0817 -0.0102
H -1.64779 1.12651 0.69501 0.0217 -0.1234 0.0223
C -0.65588 -0.42342 -1.44710 -0.0609 -0.0420 -0.0686
H -0.98335 0.57636 -1.75583 -0.0744 -0.2077 -0.0200
H 0.22709 -0.66696 -2.04663 -0.2514 -0.0766 -0.0163
C -0.22560 -0.35995 0.01538 -0.0398 -0.0311 0.0237
C -1.34034 0.10389 0.94911 -0.0150 0.0385 0.0080
O 2.47463 -0.54662 1.27502 -0.0878 -0.0681 -0.7015
C 2.18427 0.25446 0.42142 0.3361 -0.3105 0.3089
H -1.01813 0.08784 1.99636 -0.0083 0.0036 -0.1827
H -1.44756 -1.15231 -1.64105 0.0420 0.0677 0.0603
H 0.70908 1.45613 0.49370 -0.3864 0.3422 -0.4723
H 2.93795 0.83824 -0.14681 0.0889 -0.0082 0.4756

***

[7]
19
Properties=species:S:1:pos:R:3:forces:R:3 method="wB97M-V/def2-TZVPD" de_lowest_ev=1.086 homo_ev=-14.117 total_charge=+2 lumo_energy_ev=-12.803
O -4.08861 0.48125 -1.50127 -2.2761 0.7509 0.5107
C 7.08427 -1.46192 2.16856 0.6456 0.3061 2.1356
C -5.20279 0.88407 -1.11645 1.7008 -1.3654 -1.3260
H -7.36357 0.59445 -1.30897 0.1682 -0.0939 0.1490
H -4.23025 1.70399 0.47837 -0.1411 0.0924 0.3579
H -6.35391 -0.40846 -2.41016 0.0383 0.0812 0.1054
H 7.54281 -0.09000 0.84574 0.5112 1.7850 -0.2260
H 6.98935 -0.70568 2.94779 -0.5041 -0.2168 0.2657
H -5.61693 2.65673 -0.00377 -0.5448 -0.1635 0.2090
H -5.82766 1.04402 0.89870 -0.3319 0.3844 -0.0163
O 5.57058 -0.50076 0.44945 5.0644 -1.2110 1.2831
In 1.04755 -1.05543 -2.43112 -0.1764 0.0097 -0.0943
H 7.34595 -1.61822 0.08127 -0.1492 0.3360 -1.0318
H 6.42267 -2.31796 2.30117 -0.1813 0.0143 0.2379
C -5.27382 1.63698 0.17086 1.0524 0.0657 -0.0905
H -6.59760 1.31033 -2.69613 0.1973 0.1345 -0.0561
H 8.13169 -1.75652 2.23356 0.0295 -0.2308 -0.1755
C -6.46082 0.55859 -1.91877 0.1756 0.1089 0.1643
C 6.88109 -0.95546 0.81116 -5.2783 -0.7874 -2.4021

***

[8]
57
Properties=species:S:1:pos:R:3:forces:R:3 method="wB97M-V/def2-TZVPD" s_squared=12.01 homo_ev="-14.907 / -14.904" total_charge=+2 multiplicity=7 lumo_energy_ev="-10.747 / -10.761"
H 0.45762 3.00118 2.45447 0.0988 -0.0486 0.0388
H 2.55294 2.66570 1.96917 -0.2846 0.0883 0.1380
C -1.43923 -3.23282 1.77021 0.8990 0.2224 -0.5194
H -3.72604 -4.05320 -0.68277 -0.1857 -0.0884 0.1944
H -1.12744 2.38925 2.99129 0.2737 -0.2036 0.3140
H -1.98772 -4.13355 -0.66048 -0.3270 0.1953 -0.1181
H 2.72876 1.27845 3.10643 -0.3048 0.0331 0.1233
H 0.04979 2.80694 -2.55337 -0.1356 0.0326 -0.0316
C -2.82671 -3.23511 1.11692 0.2006 -0.5684 -0.8622
C 0.89453 2.12282 -2.50030 0.1186 0.5805 -0.0470
H 1.17808 -0.37280 -2.39672 0.1982 -0.2272 0.1844
H -3.36170 -4.05213 1.59436 -0.1630 0.0440 0.1766
C -1.81327 0.70567 1.25468 0.3888 -0.4067 -0.0013
H 3.94144 3.20897 -2.93141 0.3771 -0.2765 -0.0949
C -2.84771 -3.47735 -0.41381 0.2522 0.4646 0.1123
H -0.86874 -2.34407 1.38559 0.0489 0.2174 -0.0770
C 1.99442 0.73572 1.10060 1.0617 -1.1112 -1.2176
H 3.23985 -0.80709 2.07427 -0.0728 -0.1515 0.1058
H -1.71510 0.20710 -1.75333 0.0672 0.1158 0.2769
H -1.01342 3.41729 1.61104 -0.0465 0.0478 -0.0625
C 2.09653 1.36764 -0.32223 -0.9989 -0.2224 -0.4099
H 3.83435 1.52628 1.78694 0.0657 0.0639 -0.0541
N 3.27585 2.43819 -2.88247 -0.0273 0.1348 -0.0651
H -2.48525 1.22035 1.93218 -0.0851 0.1001 -0.0410
H -1.25593 2.03675 -0.81172 -0.1886 -0.1997 0.1269
H 0.81414 1.49734 -3.38861 0.1102 -0.2373 0.1068
H -3.39423 -2.41369 -2.19101 -0.4403 0.3368 0.0576
H -0.69290 -2.44836 -1.10413 0.5200 0.0997 0.2881
H 2.87043 0.91233 -0.93598 0.2832 -0.1146 0.2359
O 0.51924 0.14421 2.77554 0.1963 -1.3245 -0.4111
N 0.60717 0.39751 1.51000 0.1719 2.4550 1.0852
H 0.02418 3.01246 -0.19907 0.0354 0.1078 -0.1105
H -0.92629 -0.39926 -3.18243 -0.0307 0.3467 -0.1035
C -0.30282 1.97625 -0.29779 1.4951 0.0678 0.2108
H -1.27586 -2.49237 -2.75211 0.2396 -0.3193 0.0996
C -2.81723 -2.19027 -1.29986 1.2359 -1.2419 -0.0574
H -2.29887 0.60262 0.28987 -0.0446 0.1181 -0.0692
C 0.78552 1.32035 -1.17596 -0.0616 -0.5431 0.7546
Mn 1.22220 -3.01036 0.87652 -1.5488 0.5108 -0.0404
H 2.41638 2.39434 -0.17385 -0.1413 0.1706 -0.1527
H -3.32050 -2.29939 1.35770 -0.0969 0.1001 0.1649
H 0.73104 -0.86948 -0.78262 0.0162 -0.1986 0.6408
C 0.49419 -0.15415 -1.57375 -0.8241 0.5353 -0.8821
H 2.04907 4.02954 -2.49820 -0.1776 0.0861 -0.0682
H -3.22809 -1.34149 -0.76720 -0.0924 0.1730 0.0250
H -0.88217 -4.18420 1.54061 -0.3283 0.1019 0.2064
C -0.50383 2.61106 2.13450 0.2282 0.0223 -0.1222
C 2.14847 2.95224 -2.64281 -0.2024 0.1156 0.1502
C -0.94906 -0.47741 -2.09873 0.7625 -0.7520 0.1744
H -1.69660 -0.30077 1.64826 0.0402 -0.1108 0.2141
C -1.36848 -1.94138 -1.81891 -0.7630 0.5628 -0.0979
C 2.78452 1.61313 2.07680 0.4117 -0.1917 -0.0994
C -0.42389 1.42369 1.15378 -2.5338 -0.0643 -0.9996
H 1.99010 -1.39009 0.99467 -0.3787 -0.2469 -0.3778
H 3.56089 -0.69516 0.34509 -0.1478 -0.1979 -0.3189
C 2.78731 -0.62629 1.10003 0.5971 0.9953 1.0473
H -1.49993 -3.07311 2.84012 0.2379 -0.1993 0.2594